Density functional theory data (the ωB97M-V functional and the def2-TZVPD basis) for a structure of composition C32H98F4N10O21PbS4 at a distorted geometry.

The value obtained for the energy is -5590.2650 Ha. As for the spin multiplicity: 1. The value obtained for the max |F| is 12.18 eV/A. The calculation puts the orbital gap at 7.52 eV. The LUMO energy comes out at -0.88 eV. Its net charge is 0.

Structure (XYZ):
```
170
Properties=species:S:1:pos:R:3:forces:R:3:lowdin_charge:R:1
Pb -2.72444 -1.34089 -0.86534 -0.5 -0.3 1.7 1.623
N -0.96817 0.16858 -0.05237 3.8 -2.7 -1.2 -0.367
S -0.68115 1.55386 0.42698 -2.9 10.9 4.6 0.376
O -0.71125 2.66347 -0.51589 1.0 -1.9 0.2 -0.251
O 0.09489 1.78735 1.64966 -0.2 -1.2 -2.2 -0.264
F -2.12322 1.77916 1.00988 -1.7 -0.4 0.9 -0.193
S 0.67110 0.01122 -0.48990 5.2 -2.7 -3.0 0.591
O 1.68133 -0.22992 0.57434 -3.2 0.8 -2.5 -0.269
O 1.08697 0.77997 -1.68446 -1.3 -1.3 3.3 -0.240
F 0.39534 -1.39781 -1.11796 0.0 -0.9 0.1 -0.191
N -2.34619 -1.76285 -3.17940 0.9 -4.6 -4.7 -0.439
S -1.92046 -0.76095 -4.30633 2.2 7.9 -3.1 0.433
O -2.93068 -0.32337 -5.29870 1.9 -2.1 2.1 -0.259
O -0.50077 -0.58255 -4.62598 -2.4 -1.8 -0.1 -0.257
F -1.97477 0.36034 -3.23823 -0.8 2.6 1.7 -0.229
S -2.13316 -3.08217 -4.28731 -2.1 -6.2 0.2 0.655
O -1.15843 -3.11185 -5.37780 -2.1 0.8 2.3 -0.238
O -3.45198 -3.76958 -4.49384 3.1 2.3 0.6 -0.299
F -1.47366 -4.08558 -3.17564 -0.2 0.9 -0.6 -0.211
O -4.21369 -3.32409 -1.60225 -0.2 0.1 0.5 -0.139
H -3.83862 -3.40394 -2.47928 -0.1 -0.3 -0.9 -0.031
H -4.75533 -4.10675 -1.50071 -0.2 -0.2 0.1 0.076
O -4.61600 5.06626 -2.92056 -0.5 -0.7 -0.6 -0.068
H -4.03250 5.61136 -2.39270 0.4 0.7 0.6 -0.032
H -4.44838 5.33896 -3.82265 -0.1 -0.1 -0.3 0.030
O 0.68557 -4.57549 -1.24891 -0.5 0.4 0.5 -0.061
H 0.55132 -4.21315 -2.12464 -0.1 0.1 -0.2 0.005
H 1.35475 -5.24946 -1.36805 0.6 -0.6 -0.2 -0.022
O 4.47335 -0.12223 3.83957 -0.2 -0.1 0.4 -0.066
H 4.37741 -0.08019 2.88812 0.1 -0.2 -0.6 -0.007
H 4.87235 0.71460 4.07776 0.1 0.2 0.1 0.027
O 4.02688 -3.87673 -1.10384 0.5 0.0 -0.4 -0.070
H 3.88772 -3.06879 -0.60979 -0.2 0.2 0.3 0.003
H 3.17819 -4.31899 -1.08461 -0.3 -0.1 0.1 -0.023
C 2.08729 3.68121 4.40819 0.6 0.6 -2.0 -0.069
C 0.99504 3.68211 5.39940 0.5 -1.1 1.0 -0.452
C 0.61933 5.01235 6.08679 0.2 -1.0 -0.6 -0.195
O 1.58961 5.25163 7.07163 -0.4 0.8 2.0 -0.176
C 1.22411 6.24950 8.06288 0.4 1.1 -0.9 -0.098
N -0.12741 2.98128 4.78539 -1.1 0.3 0.5 0.055
H 3.01262 4.20036 4.65792 -0.1 -0.1 0.3 0.089
H 1.70498 4.09820 3.47650 0.0 0.5 -0.2 0.083
H 2.29442 2.66469 4.07371 0.3 -0.2 0.4 0.073
H 1.38565 3.02595 6.17721 0.0 0.2 0.8 0.132
H -0.35899 4.86833 6.54531 -0.3 0.3 -0.1 0.119
H 0.63349 5.81389 5.34826 -0.4 0.3 -0.1 0.128
H 1.83521 6.22331 8.96508 0.3 -0.6 -0.4 0.083
H 0.20702 6.43466 8.40834 -0.7 -1.7 -0.2 0.077
H 1.32216 7.24939 7.64014 0.9 0.2 -0.4 0.075
H 0.16904 2.23103 4.17767 0.3 0.2 -0.4 0.022
H -0.58367 2.49274 5.54253 -0.6 0.0 0.1 0.072
C -5.72580 0.28393 2.62001 0.1 1.7 -1.4 -0.043
C -5.13719 -0.05155 1.19943 1.2 -0.4 1.6 -0.309
C -4.88167 1.14739 0.22014 -1.3 -0.8 2.1 -0.212
O -4.12098 0.78853 -0.87695 -0.9 -1.5 0.2 -0.361
C -4.12573 1.85128 -1.82893 1.8 -0.3 -0.3 -0.036
N -3.79305 -0.71142 1.47104 -0.9 0.5 -1.8 -0.005
H -4.95778 0.79049 3.20452 0.1 -0.3 0.2 0.073
H -6.19413 -0.52526 3.18035 0.3 -0.2 -0.4 0.075
H -6.47673 1.06002 2.47207 -0.4 0.0 0.1 0.074
H -5.86078 -0.76218 0.80003 0.4 -0.2 -0.6 0.133
H -4.35172 1.95244 0.72920 -0.3 0.3 0.3 0.118
H -5.86286 1.45380 -0.14247 -0.1 0.4 0.2 0.138
H -4.81822 2.66868 -1.62787 -0.2 -0.4 0.0 0.093
H -4.26261 1.34050 -2.78207 0.0 0.7 -0.2 0.101
H -3.09992 2.16951 -1.64305 0.0 1.0 -1.2 0.086
H -3.86653 -1.40101 2.20532 -0.1 -0.3 0.3 0.028
H -3.17530 0.02019 1.79236 0.2 0.2 0.2 0.060
C 0.78911 2.53564 -4.86749 -0.2 -0.4 1.0 -0.046
C 0.01532 3.59841 -5.59588 1.0 0.6 -1.2 -0.459
C 0.84757 4.22999 -6.75946 -0.1 0.5 0.8 -0.168
O 1.83459 5.09020 -6.18428 -0.2 -0.2 -0.4 -0.189
C 1.32024 6.21459 -5.50099 0.4 0.5 -0.3 -0.134
N -1.14248 2.99285 -6.13724 -1.5 -0.6 -1.4 0.042
H 0.08099 2.12985 -4.14500 0.2 -0.1 0.4 0.060
H 1.66471 2.87412 -4.31353 0.0 0.2 -0.2 0.074
H 1.03265 1.66018 -5.46945 0.1 0.3 -0.4 0.088
H -0.27367 4.42130 -4.94210 0.4 0.1 0.4 0.116
H 0.31190 4.84135 -7.48570 -0.9 0.2 0.2 0.111
H 1.31908 3.50551 -7.42347 0.4 -0.4 0.6 0.125
H 0.41592 6.70267 -5.86440 -0.6 -0.7 -0.7 0.083
H 2.02866 7.01812 -5.70244 0.5 -0.1 0.8 0.086
H 1.12039 6.00069 -4.45104 0.5 0.2 0.2 0.080
H -1.82836 2.64611 -5.48193 0.3 -0.1 0.3 0.072
H -1.63527 3.62073 -6.75613 -0.1 0.1 -0.1 0.071
C 2.50718 -4.46066 3.51830 0.0 -0.5 1.0 -0.084
C 1.62670 -3.48641 2.85034 1.4 1.2 -1.6 -0.419
C 1.09331 -2.48306 3.87583 -1.6 -0.7 -0.9 -0.177
O 0.11601 -1.65839 3.23432 0.5 0.3 0.3 -0.216
C -0.14108 -0.46355 3.95720 -0.1 0.3 -1.6 -0.104
N 2.49909 -2.89705 1.74718 -1.4 0.4 1.3 0.078
H 1.90545 -4.96835 4.27213 0.3 -0.7 0.0 0.081
H 3.26385 -3.89376 4.06069 0.3 -0.1 0.0 0.087
H 2.98474 -5.10212 2.77765 -0.1 -0.2 0.3 0.091
H 0.83877 -3.98622 2.28690 -0.4 0.0 0.4 0.123
H 1.84760 -1.89892 4.40301 0.3 0.1 -0.3 0.130
H 0.48654 -3.02826 4.59881 0.4 -0.4 0.6 0.119
H -0.70422 0.10969 3.22074 -0.4 0.3 0.5 0.064
H 0.77065 0.12036 4.08323 0.2 -0.2 0.4 0.086
H -0.69287 -0.58886 4.88883 0.0 -0.2 0.2 0.088
H 1.99536 -2.05666 1.50204 -0.2 0.3 -0.8 0.012
H 3.27497 -2.47808 2.23969 0.7 -0.1 0.1 0.059
C 7.44764 0.98738 0.03799 2.7 2.7 0.1 -0.104
C 6.07672 0.62566 0.33085 -1.3 -2.4 -0.6 -0.406
C 5.30546 0.53657 -1.03820 -2.2 0.9 1.8 -0.163
O 4.95772 1.89415 -1.43992 0.8 -1.3 -0.3 -0.204
C 4.45837 2.01504 -2.78972 1.6 1.1 1.0 -0.079
N 6.01678 -0.66358 1.09968 -1.2 -0.1 -0.8 0.031
H 8.04341 1.28224 0.90183 0.0 -0.5 0.5 0.076
H 7.49623 1.93643 -0.49590 -0.3 0.2 -0.4 0.081
H 8.08688 0.33240 -0.55402 -0.6 -0.6 0.1 0.090
H 5.46036 1.26391 0.96397 0.6 0.9 -0.3 0.135
H 4.33633 0.12378 -0.75804 -0.2 -0.7 -0.1 0.102
H 5.71596 -0.09991 -1.82209 0.6 0.3 -0.1 0.126
H 4.73158 3.05220 -2.98406 -0.7 0.3 -0.3 0.085
H 3.38723 1.84247 -2.89444 0.2 -0.3 0.0 0.068
H 5.13231 1.50555 -3.47844 -0.5 -0.7 -0.1 0.085
H 6.67376 -0.77256 1.85902 0.2 0.4 -0.2 0.070
H 6.07873 -1.47948 0.50760 0.1 0.0 -0.1 0.064
C -1.25947 6.53252 -0.81284 1.0 0.8 0.6 -0.054
C -2.32806 5.65620 -0.26270 1.4 -1.5 -1.1 -0.501
C -2.21018 5.40145 1.22575 -0.7 -1.1 -0.3 -0.136
O -3.25650 4.43870 1.57636 0.7 1.1 -1.4 -0.205
C -3.50861 4.34541 2.93485 0.7 -0.3 0.8 -0.131
N -3.55027 6.18041 -0.72520 -1.4 0.7 0.8 0.032
H -1.42922 7.55401 -0.47247 0.0 0.3 0.0 0.081
H -1.28424 6.55595 -1.90230 0.2 -0.2 0.1 0.085
H -0.28552 6.24993 -0.41328 0.2 -0.1 -0.4 0.087
H -2.26108 4.73150 -0.83588 0.5 -0.7 0.7 0.130
H -2.29753 6.29786 1.83969 -0.3 0.3 0.0 0.130
H -1.19857 5.02098 1.36712 0.0 -0.5 0.5 0.126
H -3.95261 5.23897 3.37362 -0.1 0.3 -0.1 0.086
H -2.55844 4.14731 3.43087 0.0 -0.1 0.5 0.076
H -4.17452 3.50372 3.12516 -0.1 0.0 -0.2 0.076
H -3.65016 6.93577 -0.06222 -1.2 0.8 -0.3 0.099
H -4.23176 5.47603 -0.48123 -0.7 0.2 0.2 0.085
C 2.38971 -5.45258 -4.35541 -1.2 1.0 0.9 -0.055
C 2.09136 -6.71259 -3.51125 2.4 -0.8 -1.8 -0.389
C 2.84425 -7.84325 -4.27366 -0.4 -0.6 0.5 -0.199
O 2.55447 -9.14799 -3.73137 -0.8 1.2 -0.4 -0.184
C 3.04246 -10.19399 -4.51180 0.6 -0.6 0.0 -0.142
N 2.76428 -6.53529 -2.24558 -0.8 0.4 1.3 0.030
H 1.49114 -5.21517 -4.92490 0.6 -0.3 -1.1 0.081
H 3.38279 -5.37670 -4.79828 -0.3 -0.9 -0.9 0.090
H 2.47567 -4.51938 -3.79876 -0.3 -0.2 1.1 0.067
H 1.04788 -7.02765 -3.51435 -0.1 0.5 0.7 0.146
H 3.90631 -7.66395 -4.10639 0.3 0.1 -0.3 0.120
H 2.64351 -7.79597 -5.34398 -0.2 -0.2 -0.2 0.124
H 2.76973 -11.12718 -4.01898 0.2 0.1 0.1 0.088
H 4.12427 -10.11143 -4.61658 0.3 -0.2 0.2 0.084
H 2.69279 -10.29452 -5.53929 -0.6 0.6 -0.2 0.083
H 2.78648 -7.35997 -1.66291 -0.2 -0.3 -0.1 0.093
H 3.72748 -6.31097 -2.45059 0.2 0.3 0.2 0.086
C -2.90899 -5.41443 1.20782 -0.4 -2.3 -0.6 -0.067
C -2.98745 -4.02623 1.57223 -0.3 2.6 0.9 -0.458
C -3.11177 -3.90888 3.13271 -0.4 2.1 -0.2 -0.106
O -3.75909 -2.62420 3.45666 -0.3 0.2 1.9 -0.265
C -3.94829 -2.33070 4.93472 -0.3 -1.7 -1.4 -0.023
N -1.89930 -3.25566 0.98081 0.8 0.9 0.1 0.020
H -3.93642 -5.77703 1.17576 0.1 -0.5 0.1 0.096
H -2.36942 -5.97414 1.97181 0.2 -0.3 -0.3 0.097
H -2.48374 -5.56863 0.21612 0.2 0.0 0.1 0.097
H -3.83093 -3.56055 1.06255 -0.8 -0.2 0.6 0.108
H -2.11178 -3.82098 3.55742 0.2 -0.6 0.0 0.123
H -3.69887 -4.70300 3.59400 0.1 -0.2 -0.2 0.126
H -4.51697 -3.16244 5.35056 0.4 -0.6 0.1 0.077
H -4.66120 -1.54423 5.18234 0.5 0.7 -1.1 0.076
H -3.00623 -2.21741 5.47118 0.0 0.1 -0.3 0.081
H -1.65300 -2.46759 1.56251 0.1 0.3 0.4 0.046
H -1.02627 -3.75091 0.86832 0.2 -0.5 -0.2 0.073
```
Forces are in eV/Å.

Density functional theory data (the ωB97M-V functional and the def2-TZVPD basis) for a structure of composition C20H20BF4N2OPPtS2 at a distorted geometry.

The value obtained for the energy is -2640.5552 Ha. As for the spin multiplicity: 1. The value obtained for the max |F| is 2.79 eV/A. The calculation puts the orbital gap (spin up / spin down) at 7.45 / 7.45 eV. The LUMO energy (spin up / spin down) comes out at -0.69 / -0.69 eV. Its net charge is 0.

Structure (XYZ):
```
52
Properties=species:S:1:pos:R:3:forces:R:3:lowdin_charge:R:1
Pt -0.79643 -0.14550 -1.05784 2.4 -1.3 0.8 0.683
C -2.67234 -2.44933 -4.12352 0.0 0.0 0.0 0.019
C -1.63802 -2.32345 -3.04293 -0.2 0.0 -0.2 -0.501
O -1.93159 -1.91333 -1.91212 0.2 0.7 0.1 -0.101
N -0.39286 -2.70651 -3.37991 -0.1 0.0 0.1 0.095
C 0.75652 -2.51972 -2.51441 0.0 0.0 0.0 -0.107
C 1.41927 -1.21675 -2.85443 0.0 0.1 0.0 -0.257
C 2.63449 -1.14313 -3.50486 0.1 0.0 -0.1 -0.010
C 3.11615 0.09650 -3.90392 0.0 0.0 0.0 -0.041
C 2.35547 1.22463 -3.65872 0.0 -0.1 0.0 -0.020
C 1.15959 1.08472 -2.97532 0.0 -0.1 0.0 -0.127
N 0.71959 -0.11297 -2.56726 -0.6 0.8 -0.2 -0.061
H -3.64930 -2.22500 -3.70816 0.0 0.0 0.0 0.097
H -2.66614 -3.44984 -4.55790 0.0 0.0 0.0 0.088
H -2.45198 -1.71420 -4.90075 0.0 0.0 0.1 0.097
H -0.22028 -2.90706 -4.35044 0.0 0.0 -0.1 0.154
H 1.44470 -3.35360 -2.63274 0.0 0.0 -0.1 0.129
H 0.40283 -2.49795 -1.48713 0.0 -0.1 0.1 0.111
H 3.19634 -2.04874 -3.69921 -0.1 0.0 0.0 0.116
H 4.06821 0.17485 -4.41307 0.0 0.0 0.0 0.113
H 2.67433 2.20519 -3.98197 0.0 0.0 0.0 0.118
H 0.53161 1.93603 -2.74700 0.0 -0.1 0.0 0.102
S -1.58277 -0.81383 1.03698 -0.3 0.4 -0.2 0.321
P -0.07476 0.31702 1.77430 -0.5 -0.2 0.8 0.165
S 1.08797 0.97286 0.28647 -1.1 -0.4 -0.8 0.375
C -0.76554 1.68979 2.73755 0.1 0.2 -0.1 -0.369
C -1.93148 1.49385 3.47405 0.1 0.0 0.0 -0.097
C -2.45842 2.53696 4.22046 0.0 -0.1 0.0 -0.074
C -1.82565 3.77305 4.23290 0.0 0.0 0.0 -0.079
C -0.66331 3.96911 3.50138 0.1 0.0 -0.1 -0.074
C -0.13055 2.92893 2.74983 -0.1 -0.1 0.1 -0.094
C 0.84033 -0.66185 2.99635 0.2 0.1 0.0 -0.372
C 2.16275 -0.32997 3.28124 -0.1 -0.1 0.0 -0.096
C 2.85562 -1.03124 4.25760 0.0 0.0 0.0 -0.077
C 2.23113 -2.06342 4.94600 0.0 0.0 0.0 -0.081
C 0.91475 -2.39845 4.65755 0.0 0.0 0.0 -0.075
C 0.21613 -1.69911 3.68316 0.0 0.1 0.0 -0.100
H -2.42939 0.53128 3.44962 0.0 0.1 0.0 0.086
H -3.37272 2.38853 4.78255 0.1 0.0 0.0 0.106
H -2.24335 4.58923 4.81102 0.0 0.0 0.0 0.105
H -0.17378 4.93570 3.50160 0.0 0.0 0.0 0.106
H 0.76644 3.07925 2.16202 0.0 0.0 0.0 0.078
H 2.64677 0.46911 2.73017 0.0 0.0 0.0 0.090
H 3.88421 -0.77261 4.47961 0.0 0.0 0.0 0.106
H 2.77238 -2.60718 5.71036 0.0 0.0 0.0 0.104
H 0.43164 -3.20930 5.18975 0.0 0.0 0.0 0.106
H -0.80932 -1.96200 3.44852 0.1 0.0 0.0 0.079
F -3.38923 2.48027 -3.42329 0.4 -0.1 0.0 0.131
B -2.10412 1.99658 -3.24370 -0.1 -0.1 0.1 -1.197
F -2.04563 0.60056 -3.59811 0.0 0.4 0.1 0.046
F -1.15016 2.69522 -4.01277 -0.2 -0.2 0.2 0.090
F -1.72011 2.10679 -1.84957 -0.2 0.1 -0.7 -0.008
```
Forces are in eV/Å.

Density functional theory data (the ωB97M-V functional and the def2-TZVPD basis) for a structure of composition C6H16N2S3SbTc.

The value obtained for the energy is -1862.7733 Ha. As for the spin multiplicity: 3. The value obtained for the max |F| is 0.69 eV/A. The calculation puts the orbital gap (spin up / spin down) at 6.81 / 6.40 eV. The LUMO energy (spin up / spin down) comes out at -9.70 / -9.84 eV. Its net charge is +2.

Structure (XYZ):
```
29
Properties=species:S:1:pos:R:3:forces:R:3:lowdin_spin:R:1
Tc 0.44421 0.29363 0.08664 -0.6 0.2 -0.3 1.539
S 0.68782 1.75649 -1.53079 0.0 0.0 0.0 0.129
Sb 2.27505 2.40610 0.31042 0.1 0.0 0.0 0.118
S 2.75013 0.08350 0.29974 0.4 -0.2 0.0 0.010
S 0.35696 1.62943 1.79279 -0.1 0.1 0.2 0.155
C -2.06723 0.13278 -1.78988 0.0 -0.1 0.1 0.008
N -1.77865 0.21887 -0.32646 0.0 0.1 0.1 0.023
C -2.57742 1.35150 0.22222 0.1 -0.1 0.0 0.007
C -2.19928 -1.03283 0.34628 0.1 -0.1 0.0 0.006
C -1.30939 -2.15897 -0.12180 0.0 0.0 0.0 0.005
N 0.12798 -1.82080 0.15410 0.2 0.0 0.1 -0.011
C 0.99502 -2.57077 -0.81046 -0.1 0.0 0.1 0.001
C 0.47353 -2.25249 1.55365 -0.1 0.1 -0.1 0.002
H -3.02351 -0.37140 -1.94560 0.0 0.1 0.0 0.000
H -1.29152 -0.42516 -2.30970 0.0 0.0 -0.1 0.001
H -2.13295 1.13382 -2.20653 0.1 0.0 0.0 0.002
H -3.62325 1.21512 -0.05950 0.0 0.0 0.0 0.001
H -2.20684 2.28545 -0.19292 0.0 0.0 0.0 0.001
H -2.49508 1.36890 1.30559 0.0 0.0 0.0 0.003
H -3.24791 -1.24624 0.12351 0.0 0.0 0.0 0.000
H -2.11804 -0.88304 1.42508 0.0 0.0 0.0 0.001
H -1.41275 -2.32862 -1.19201 0.0 0.0 0.0 0.000
H -1.54732 -3.09367 0.38729 0.0 0.0 0.0 0.000
H 0.69590 -3.62002 -0.79736 0.0 0.0 0.0 -0.001
H 2.03533 -2.48576 -0.51118 0.0 0.0 0.0 0.000
H 0.86169 -2.17046 -1.81483 0.0 0.0 0.0 0.000
H 0.32786 -3.33134 1.62153 0.0 0.0 0.0 0.000
H -0.18182 -1.75616 2.26772 0.0 0.0 0.0 0.001
H 1.50861 -2.00408 1.76815 0.0 0.0 0.0 0.000
```
Forces are in eV/Å.

> Which of these has the highest net charge?

C6H16N2S3SbTc